Record 1
Entry from the Open Molecules 2025 dataset: 2 unconnected molecules or ions with the total composition C4H12NO at a distorted geometry (the ωB97M-V functional and the def2-TZVPD basis).

Cartesian coordinates (Å):
1 H 2.967794 -1.496832 -0.816914
2 H -4.518497 -0.791185 0.277372
3 C -1.880067 0.764062 -0.440139
4 N -0.550528 0.706218 -0.436759
5 H -2.568196 -0.094217 1.438800
6 H 1.591075 -0.406300 -0.596846
7 H -2.217148 0.705979 -1.527651
8 C 2.416811 -0.911985 -0.099696
9 C -2.621234 -0.301394 0.358795
10 H 3.518208 -0.000957 1.536416
11 H 2.852304 1.165791 0.415679
12 H 4.277102 0.214211 -0.024030
13 H -2.282816 1.787964 -0.201394
14 C 3.325986 0.184892 0.482574
15 H -0.165682 1.416772 -1.086959
16 H -2.214228 -1.285905 0.147457
17 O -3.933209 -0.140366 -0.134528
18 H 2.002319 -1.516751 0.707826

Cartesian forces, eV/Å:
-0.11 -0.47 -0.16
0.00 0.13 -0.14
-0.21 -1.75 1.13
-0.01 0.68 -0.40
0.18 -0.07 -0.25
-0.16 -0.37 -0.32
0.00 0.56 -0.14
0.13 0.84 0.50
-0.40 0.54 0.23
0.11 0.06 0.06
0.15 0.08 0.00
0.27 0.18 -0.17
0.11 0.31 -0.63
-0.35 -0.19 0.32
0.16 0.01 0.18
0.19 -0.15 -0.02
-0.09 -0.19 0.12
0.01 -0.22 -0.29

Computed properties:
gap between HOMO and LUMO = 5.30 eV
LUMO level = -9.5 eV
energy above the lowest of the compared OMol25 structures with the same formula, charge and spin = 6.398 eV
charge = +1



Record 2
Entry from the Open Molecules 2025 dataset: C4H4N2O in the gas phase at a distorted geometry (the ωB97M-V functional and the def2-TZVPD basis).

Cartesian coordinates (Å):
1 O 2.218780 -1.335577 -0.478525
2 H 2.009626 1.234551 0.350530
3 C 1.188526 -0.749119 -0.253662
4 N 0.002551 -1.536222 -0.272510
5 H -0.379748 2.273287 0.173285
6 N -1.257396 0.378782 0.131348
7 H -1.849100 0.479095 -0.690800
8 C 1.096375 0.676615 0.147048
9 C -1.032920 -1.006470 0.207965
10 H -1.864415 -1.628297 0.553256
11 C -0.132275 1.213360 0.132067

Cartesian forces, eV/Å:
0.41 0.59 -0.20
-0.31 -0.15 -0.28
0.55 -0.46 0.09
0.58 -0.68 1.52
0.26 -0.20 0.06
-0.37 0.12 0.23
-0.52 0.67 0.46
-0.25 -0.17 -0.25
-0.38 0.16 -1.30
-0.03 0.28 -0.33
0.05 -0.14 0.00

Computed properties:
gap between HOMO and LUMO = 9.75 eV
LUMO level = 0.3 eV
energy above the lowest of the compared OMol25 structures with the same formula, charge and spin = 1.325 eV
charge = 0



Record 3
Entry from the Open Molecules 2025 dataset: 4 unconnected molecules or ions with the total composition C4H16N8O4 at a distorted geometry (the ωB97M-V functional and the def2-TZVPD basis).

Cartesian coordinates (Å):
1 H -1.024656 1.586439 -1.873003
2 N 0.148514 -0.165531 0.283587
3 O -2.080966 -3.480281 -3.019533
4 H -1.602226 -2.324571 2.434187
5 H -2.367086 0.811769 2.589237
6 N 0.045654 -3.015181 -3.150613
7 N -2.015136 -1.404321 2.486637
8 O 4.846984 2.961389 1.608347
9 H 2.400774 3.317709 -0.114453
10 N -0.847046 0.818729 -1.241193
11 H -1.889136 -1.948351 -1.031463
12 H -1.777466 -0.733681 3.203467
13 N -2.706856 0.430429 1.717897
14 H 0.839464 -2.466141 -2.853063
15 H 0.149304 -3.703931 -3.882033
16 C -1.107626 -2.888691 -2.585443
17 H -1.525626 0.107659 -1.008833
18 H -0.742456 -0.542481 0.573727
19 H 3.730564 4.494949 0.126447
20 C -2.660976 -0.794151 1.547297
21 O -3.094506 -1.405511 0.584267
22 N 3.068424 1.722669 1.316107
23 O 1.039354 1.682849 -0.626463
24 C 3.799284 2.753249 1.077097
25 H -0.169776 -1.680111 -1.444533
26 N 3.219584 3.658189 0.369007
27 N -1.057366 -2.145621 -1.569363
28 H 0.822084 -0.374901 1.006477
29 C 0.215244 0.839759 -0.517623
30 H 2.246884 1.662419 0.731677
31 H 3.336674 1.134849 2.092377
32 H -3.239876 1.090389 1.169777

Cartesian forces, eV/Å:
-0.27 -0.25 0.12
1.31 -5.21 4.97
-4.20 -2.29 -1.65
-0.48 0.23 0.06
-0.13 0.32 -0.31
2.12 -1.75 -3.02
2.28 -1.23 3.59
3.32 0.11 1.42
0.05 1.08 -0.46
-4.15 0.42 -3.47
-0.27 0.32 0.78
0.72 -1.32 0.66
-0.89 8.83 1.11
-0.07 -0.17 -0.26
0.40 0.22 -0.10
3.70 0.96 0.53
-0.48 0.84 -0.69
0.17 0.27 -0.28
-0.26 -0.37 -0.18
-0.83 -5.60 -2.44
-0.41 -0.68 -2.67
-2.37 -4.11 0.67
2.98 2.08 -0.11
2.37 1.41 1.90
-0.41 0.35 0.86
-2.41 2.73 -3.24
-1.55 1.91 3.00
0.40 0.54 -0.30
-0.19 1.69 -0.48
-0.15 -0.83 0.62
-0.21 -0.01 -0.48
-0.11 -0.51 -0.13

Computed properties:
<S²> = 0.753
2S+1 = 2
gap between HOMO and LUMO (spin up / spin down) = 7.57 / 1.67 eV
LUMO level (spin up / spin down) = -3.3 / -9.2 eV
energy above the lowest of the compared OMol25 structures with the same formula, charge and spin = 1.701 eV
charge = +1



Record 4
Entry from the Open Molecules 2025 dataset: 4 unconnected molecules or ions with the total composition C6H19NO4 at a distorted geometry (the ωB97M-V functional and the def2-TZVPD basis).

Cartesian coordinates (Å):
1 H 1.571483 0.262513 -2.343803
2 N -0.531243 1.321615 0.081071
3 C 1.699161 -1.070609 -0.640641
4 C -0.164601 0.678158 -1.191889
5 H 2.138214 2.883887 1.708111
6 O 0.057907 -2.744510 -0.174691
7 H -0.823058 1.059754 2.131233
8 H -2.758347 -1.601821 -0.571431
9 H 2.689328 -1.376711 -0.995116
10 H 0.405398 -2.574838 3.125439
11 O 0.587140 -1.922591 2.440705
12 H -1.778185 2.795246 0.892063
13 H 1.158607 2.628350 0.561478
14 H 1.935170 1.069104 -0.870043
15 H -0.843794 -0.169826 -1.365998
16 C 0.717920 -2.139553 -0.992400
17 H 1.798286 -0.969398 0.439814
18 H 0.554090 -2.365322 -2.058130
19 H 0.348482 -2.332196 1.592674
20 H -1.307384 -0.323318 1.117295
21 H -0.339235 1.421380 -1.961427
22 H -1.867333 -2.824418 -0.848756
23 C -0.568724 0.466907 1.260576
24 O 1.976327 3.086367 0.778602
25 H -2.571470 1.645654 -0.221072
26 C 1.325178 0.270538 -1.289087
27 C -1.667968 2.226223 -0.025926
28 H 0.392074 -0.015023 1.445350
29 O -2.626891 -2.321864 -1.196683
30 H -1.506532 2.936301 -0.827321

Cartesian forces, eV/Å:
-0.10 -0.11 -0.29
-2.17 -1.86 -0.55
0.35 0.26 0.14
1.20 0.72 -0.04
0.07 0.09 -0.03
0.04 0.11 -0.03
-0.18 0.04 0.08
-0.19 -0.23 0.08
-0.08 0.04 -0.13
0.08 0.01 -0.05
-0.10 0.11 0.05
-0.12 -0.15 0.20
0.07 0.17 0.13
0.08 0.01 0.08
-0.09 0.07 0.24
-0.14 -0.28 0.09
-0.10 -0.22 -0.01
0.14 0.09 -0.12
0.03 -0.28 0.19
-0.13 -0.05 -0.18
-0.21 0.03 -0.13
-0.41 0.13 -0.07
1.15 0.63 0.35
-0.07 -0.18 -0.02
-0.02 -0.18 -0.01
-0.20 -0.13 0.18
0.77 0.98 0.25
-0.19 0.07 -0.11
0.52 0.12 0.03
-0.02 -0.03 -0.29

Computed properties:
<S²> = 0.754
2S+1 = 2
gap between HOMO and LUMO (spin up / spin down) = 11.33 / 6.51 eV
LUMO level (spin up / spin down) = -3.0 / -7.9 eV
energy above the lowest of the compared OMol25 structures with the same formula, charge and spin = 0.491 eV
charge = +1